Model 1:
The following is a quantum chemistry calculation of 7 unconnected molecules or ions with the total composition C4H22O7, from OMol25.

The geometry in ORCA input format:
```
! wB97M-V def2-TZVPD RIJCOSX def2/J DEFGRID3
* xyz 0 1
C 13.09371 8.32255 -15.49502
O 14.50809 8.47422 -15.33503
H 12.56791 8.75480 -14.64367
H 12.74180 8.80618 -16.40627
H 12.76659 7.28288 -15.50786
H 14.89953 8.81212 -16.14386
C 12.53339 4.69529 -17.22442
O 11.51880 3.72555 -17.03747
H 12.93457 4.45620 -18.20930
H 12.29076 5.74884 -17.08564
H 13.39875 4.64660 -16.56345
H 11.00207 3.95603 -16.26193
C 10.60533 2.23291 -13.03341
O 11.34776 2.70073 -14.11802
H 10.01656 3.01068 -12.54707
H 9.81310 1.52800 -13.28553
H 11.24330 1.73449 -12.30357
H 10.74500 3.13022 -14.72942
C 14.38345 3.20020 -20.27708
O 14.41044 1.79439 -20.53949
H 14.83358 3.43038 -19.31142
H 14.98981 3.74081 -21.00384
H 13.38783 3.64388 -20.27845
H 14.10076 1.52489 -21.40728
O 8.77531 3.64409 -15.80736
H 8.65202 4.53024 -15.46709
H 8.19901 3.59760 -16.57022
O 14.03372 2.79711 -15.04590
H 14.15052 3.19305 -14.18229
H 13.20417 2.32373 -14.98268
O 12.53027 1.35458 -17.94651
H 12.35428 2.19634 -17.52615
H 13.31781 1.50714 -18.46876
*
```

structure (SMILES): CO.CO.CO.CO.O.O.O
orbital gap: 10.2 eV
HOMO energy: -10.1 eV



Model 2:
The following is a quantum chemistry calculation of 7 unconnected molecules or ions with the total composition C4H22O7, from OMol25.

The geometry in ORCA input format:
```
! wB97M-V def2-TZVPD RIJCOSX def2/J DEFGRID3
* xyz 0 1
C 1.58156 4.77446 0.82201
C 0.76675 5.09746 -0.39755
O 1.64676 5.78744 -1.33057
H 2.43695 4.15626 0.54956
H 1.09479 4.16852 1.58620
H 2.07273 5.63322 1.27959
H -0.16089 5.58841 -0.10336
H 0.38386 4.19807 -0.87982
H 1.16287 6.47097 -1.79985
C -0.92044 -1.92415 -0.78130
C 0.43289 -1.36415 -1.17674
O 1.03183 -0.54273 -0.16198
H -0.85535 -2.71454 -0.03355
H -1.48228 -2.28559 -1.64257
H -1.50032 -1.06227 -0.45115
H 0.43519 -0.66858 -2.01595
H 1.14603 -2.11648 -1.51367
H 1.89248 -0.18044 -0.38476
O 4.93850 1.20625 -0.95520
H 5.47273 1.97507 -1.15458
H 5.47268 0.46337 -1.23633
O -4.82391 -5.17540 -2.15845
H -4.16409 -5.84422 -2.34161
H -5.65964 -5.60951 -2.32970
O 3.30708 -2.23930 2.47690
H 2.42236 -2.07734 2.14939
H 3.86018 -2.21533 1.69604
O -2.78862 -0.12843 3.17790
H -2.26078 0.24909 2.47429
H -3.14508 -0.93449 2.80448
O -4.74224 -3.92658 1.47953
H -4.38004 -4.74295 1.82386
H -4.67456 -4.01611 0.52893
*
```

structure (SMILES): CCO.CCO.O.O.O.O.O
orbital gap: 10.6 eV
HOMO energy: -10.2 eV



Here are the energies relative to the best structure, in eV: model 1 1.049; model 2 0.000.



Model 1:
The following is a quantum chemistry calculation of C2H2ClF2I in the gas phase, from OMol25.

The geometry in ORCA input format:
```
! wB97M-V def2-TZVPD RIJCOSX def2/J DEFGRID3
* xyz 0 1
F 1.69676 0.72945 -0.06693
C 0.76379 -0.22646 0.12938
C -0.62399 0.28530 -0.17105
F -0.75547 0.65993 -1.45271
Cl -0.98435 1.69105 0.85968
I -2.04138 -1.31936 0.20578
H 0.83809 -0.59672 1.15414
H 1.10656 -1.22319 -0.65830
*
```

structure (SMILES): FC[C@](F)(Cl)I
orbital gap: 10.0 eV
HOMO energy: -10.2 eV



Model 2:
The following is a quantum chemistry calculation of 2 unconnected molecules or ions with the total composition C2H2ClF2I, from OMol25.

The geometry in ORCA input format:
```
! wB97M-V def2-TZVPD RIJCOSX def2/J DEFGRID3
* xyz 0 1
C 0.30543 -0.05864 -1.32144
C 2.18104 -0.94916 -0.85582
F -0.22888 0.41158 -0.22023
F 2.69220 -1.22569 -2.00535
Cl 1.76644 -2.36445 0.04527
I 3.34147 0.57481 0.19314
H 0.57741 0.60792 -2.03143
H -0.22426 -0.87478 -1.76365
*
```

orbital gap: 9.2 eV
HOMO energy: -9.3 eV



Here are the energies relative to the best structure, in eV: model 1 0.000; model 2 1.629.



Model 1:
The following is a quantum chemistry calculation of 6 unconnected molecules or ions with the total composition C12H36O6, from OMol25.

The geometry in ORCA input format:
```
! wB97M-V def2-TZVPD RIJCOSX def2/J DEFGRID3
* xyz 0 1
C 2.09647 1.43013 -3.36397
C 2.07925 0.07900 -2.60034
C 2.55433 -0.99606 -3.65634
O 2.89010 0.03566 -1.50708
H 1.42726 1.29897 -4.21013
H 3.10656 1.88365 -3.62175
H 1.69090 2.23083 -2.79280
H 1.04971 -0.11300 -2.34147
H 2.24640 -1.98772 -3.43608
H 3.63101 -0.97978 -3.65244
H 2.25487 -0.70339 -4.65203
H 2.38966 0.05897 -0.66874
C -4.30866 -1.75255 1.53596
C -3.14142 -1.26707 2.38720
C -2.22868 -2.49589 2.74475
O -2.42450 -0.25966 1.67469
H -3.83836 -2.21276 0.63325
H -4.89838 -0.94677 1.18359
H -4.82038 -2.54826 2.08559
H -3.55242 -0.74100 3.24906
H -2.63053 -3.34984 3.35539
H -1.19934 -2.21397 3.06317
H -2.19092 -2.93136 1.72855
H -2.19218 -0.55274 0.78933
C 1.01165 -2.85451 -0.81234
C 1.06808 -2.24237 0.55629
C 2.42218 -2.48583 1.22887
O 0.90271 -0.80652 0.39108
H 1.25836 -3.86358 -0.92735
H 1.75571 -2.32321 -1.39354
H 0.13552 -2.52391 -1.33387
H 0.23129 -2.56125 1.27322
H 3.14774 -2.31949 0.39512
H 2.45874 -3.50383 1.62053
H 2.61314 -1.75996 1.95306
H 0.73968 -0.39472 1.30724
C -1.08481 2.61767 0.27181
C 0.12170 3.55083 0.49479
C -0.04001 4.90618 -0.13943
O 0.47191 3.58490 1.86735
H -0.85650 1.62966 0.59484
H -1.22808 2.44073 -0.81624
H -2.02019 2.98385 0.67520
H 0.89766 2.94913 0.04667
H -0.91322 5.51845 0.23064
H -0.18623 4.74058 -1.22859
H 0.82554 5.52418 0.19611
H 0.23294 4.46544 2.10988
O -1.30228 -0.54025 -1.41371
H -1.29004 0.25979 -1.95137
H -0.54113 -0.52552 -0.80758
O 0.02561 0.60253 2.71207
H -0.87289 0.36226 2.40516
H 0.02450 1.60338 2.56674
*
```

structure (SMILES): CC(C)O.CC(C)O.CC(C)O.CC(C)O.O.O
orbital gap: 10.2 eV
HOMO energy: -9.6 eV



Model 2:
The following is a quantum chemistry calculation of 6 unconnected molecules or ions with the total composition C12H36O6, from OMol25.

The geometry in ORCA input format:
```
! wB97M-V def2-TZVPD RIJCOSX def2/J DEFGRID3
* xyz 0 1
C -2.71622 -2.91327 -0.99735
C -2.17630 -3.35786 0.33523
O -2.14885 -4.78276 0.46573
H -2.66482 -1.83709 -1.16210
H -3.75304 -3.21426 -1.17926
H -2.16581 -3.40848 -1.80477
H -2.77841 -2.94851 1.15532
H -1.15774 -3.01020 0.50125
H -3.01738 -5.07390 0.75382
C -2.38216 3.69669 1.79580
C -3.25531 3.53068 0.57326
O -2.44255 3.37584 -0.58310
H -1.54654 2.99611 1.78473
H -2.96382 3.44863 2.68889
H -1.99429 4.70717 1.90895
H -3.92090 4.39329 0.47971
H -3.87951 2.63888 0.71434
H -2.98104 3.56642 -1.35422
C 1.16138 -1.39568 4.73456
C 1.98607 -1.05339 3.51250
O 1.93559 0.34702 3.26551
H 1.65410 -1.12670 5.66734
H 0.89672 -2.45511 4.76278
H 0.22299 -0.83575 4.68268
H 1.60734 -1.59409 2.64144
H 3.03551 -1.33051 3.66354
H 1.58411 0.47612 2.37537
C 5.08705 -2.75243 0.00041
C 4.55878 -1.94965 -1.15758
O 3.12463 -1.84869 -1.13172
H 4.65355 -2.37291 0.92860
H 6.16908 -2.66230 0.09056
H 4.82008 -3.80879 -0.08085
H 4.86345 -2.38061 -2.11126
H 4.91468 -0.92564 -1.06765
H 2.76999 -2.74374 -1.12210
C -0.40327 2.49724 -3.59304
C -1.42690 3.55818 -3.93583
O -1.13380 4.25690 -5.13817
H 0.53488 2.97756 -3.30287
H -0.17602 1.84742 -4.44022
H -0.73008 1.87491 -2.76003
H -1.51587 4.29552 -3.14141
H -2.42091 3.08856 -4.02587
H -1.18571 3.62984 -5.86700
C -0.74985 0.16731 0.47205
C 0.49883 0.09987 -0.39161
O 1.65012 0.00631 0.43169
H -0.77074 1.06815 1.08947
H -0.92510 -0.69173 1.11746
H -1.59617 0.27953 -0.21644
H 0.50865 1.00457 -1.00310
H 0.44306 -0.78889 -1.02666
H 2.29846 -0.56580 0.00125
*
```

structure (SMILES): CCO.CCO.CCO.CCO.CCO.CCO
orbital gap: 10.0 eV
HOMO energy: -9.5 eV



Here are the energies relative to the best structure, in eV: model 1 0.000; model 2 0.962.



Model 1:
The following is a quantum chemistry calculation of C3H2Cl3N in the gas phase, from OMol25.

The geometry in ORCA input format:
```
! wB97M-V def2-TZVPD RIJCOSX def2/J DEFGRID3
* xyz 0 1
N 2.15594 0.46951 1.61809
C 1.07704 0.45031 1.20823
C -0.21887 0.39168 0.65746
C -0.29431 -0.46733 -0.97428
Cl -2.07131 -0.72238 -1.30911
Cl 0.53503 -1.95220 -0.64961
Cl 0.34438 0.48988 -2.25117
H -0.68662 1.29598 0.28686
H -0.84128 0.04455 1.41353
*
```

structure (SMILES): N#CCC(Cl)(Cl)Cl
orbital gap: 11.2 eV
HOMO energy: -11.0 eV



Model 2:
The following is a quantum chemistry calculation of 2 unconnected molecules or ions with the total composition C3H2Cl3N, from OMol25.

The geometry in ORCA input format:
```
! wB97M-V def2-TZVPD RIJCOSX def2/J DEFGRID3
* xyz 0 1
C 2.82676 0.82775 0.40118
C 0.05426 0.08130 0.25102
C 0.72325 1.39075 0.32801
N 3.96465 0.83036 0.40714
Cl 0.84919 -0.94737 1.54672
Cl 0.47699 2.35732 1.82337
Cl 0.55341 2.29118 -1.20794
H -0.91650 0.11643 0.47602
H 0.29337 -0.37095 -0.62389
*
```

orbital gap: 9.6 eV
HOMO energy: -11.2 eV



Here are the energies relative to the best structure, in eV: model 1 0.000; model 2 2.020.



Model 1:
The following is a quantum chemistry calculation of a molecular structure, C29H24Cl2GeN3SY, from OMol25.

The geometry in ORCA input format:
```
! wB97M-V def2-TZVPD RIJCOSX def2/J DEFGRID3
* xyz 3 2
Y -0.60071 0.07878 -0.61616
N 0.54022 4.24836 0.10819
C 1.31866 4.19500 -1.04725
C 2.12445 5.14232 -1.66749
C 2.75838 4.73653 -2.82316
C 2.59831 3.43894 -3.34043
C 1.79781 2.50540 -2.71566
C 1.15067 2.90537 -1.54835
N 0.28605 2.20554 -0.69578
C -0.04616 3.06092 0.27173
C -0.96217 2.66307 1.33246
C -1.42165 3.37641 2.39212
S -2.49252 2.42726 3.31850
C -2.26852 1.12937 2.26308
N -1.44954 1.36452 1.25886
H 0.44086 5.05151 0.71133
H 2.25099 6.14108 -1.27279
H 3.39746 5.43337 -3.34733
H 3.11994 3.17241 -4.24925
H 1.68799 1.50645 -3.12153
H -1.19832 4.39369 2.67362
H -2.78034 0.18602 2.40605
Cl 1.71243 -1.42072 -1.42750
C 2.33864 -1.66132 0.23557
Cl 1.17594 -0.97012 1.39914
H 3.28289 -1.13638 0.32580
H 2.41973 -2.72729 0.41685
C -1.67799 0.59819 -3.14926
C -1.31636 -0.75357 -3.21072
C -1.83318 -1.66958 -2.29525
C -2.73471 -1.26498 -1.27632
C -3.17728 0.08716 -1.31065
C -2.66374 0.99494 -2.23094
Ge -2.89170 -2.30252 0.34434
C -2.06033 -4.01054 0.43480
C -0.81516 -4.29412 -0.14028
C -0.28007 -5.56611 -0.04950
C -0.97934 -6.56429 0.62291
C -2.20786 -6.29056 1.20653
C -2.74912 -5.01645 1.12100
C -4.27827 -1.81660 1.55330
C -5.44926 -1.18050 1.12521
C -6.43548 -0.85935 2.04460
C -6.25747 -1.16204 3.38992
C -5.09934 -1.79803 3.82272
C -4.11048 -2.12902 2.90945
H -1.26370 1.31193 -3.84910
H -0.62098 -1.09020 -3.97116
H -1.52425 -2.70659 -2.35349
H -3.89286 0.43514 -0.57521
H -3.00917 2.02156 -2.22533
H -0.25828 -3.52551 -0.66844
H 0.67438 -5.79293 -0.50600
H -0.56250 -7.56026 0.68909
H -2.74802 -7.07067 1.72532
H -3.71290 -4.81552 1.57351
H -5.62272 -0.97774 0.07458
H -7.35193 -0.39125 1.71139
H -7.03424 -0.91723 4.10210
H -4.97722 -2.05116 4.86734
H -3.21965 -2.64530 3.25143
*
```

orbital gap (spin up / spin down): 6.0 / 6.3 eV
HOMO energy (spin up / spin down): -15.4 / -16.6 eV
<S²>: 0.76



Model 2:
The following is a quantum chemistry calculation of a molecular structure, C29H24Cl2GeN3SY, from OMol25.

The geometry in ORCA input format:
```
! wB97M-V def2-TZVPD RIJCOSX def2/J DEFGRID3
* xyz 3 2
Y -0.48931 1.14194 -0.89142
N 2.86331 2.21882 1.62948
C 3.71517 2.03504 0.52974
C 5.09530 2.13704 0.40431
C 5.60335 1.91369 -0.85786
C 4.76751 1.60853 -1.94904
C 3.39936 1.50854 -1.80652
C 2.88179 1.72410 -0.53197
N 1.54804 1.71050 -0.06630
C 1.61101 2.02862 1.23024
C 0.39369 2.12285 2.03338
C 0.22842 2.41074 3.34419
S -1.42659 2.35800 3.74607
C -1.81705 1.95388 2.15953
N -0.78468 1.85797 1.34972
H 3.15481 2.48478 2.55863
H 5.73687 2.38495 1.23931
H 6.67072 1.98558 -1.01750
H 5.21399 1.45935 -2.92312
H 2.77118 1.28660 -2.65702
H 0.97051 2.65652 4.08948
H -2.83916 1.79028 1.84549
Cl -3.18902 1.83012 -1.46324
C -2.82527 3.55120 -1.86587
Cl -1.08736 3.87840 -1.59161
H -3.40385 4.18241 -1.20315
H -3.04997 3.70923 -2.91346
C 1.58879 -1.02725 -3.89844
C 0.24912 -0.65433 -3.87409
C -0.49316 -0.84615 -2.70979
C 0.09700 -1.40390 -1.55233
C 1.45743 -1.73970 -1.59282
C 2.18372 -1.57371 -2.76614
Ge -0.97947 -1.57001 0.03517
C -0.27026 -2.09302 1.69188
C -1.09655 -2.75875 2.60383
C -0.58555 -3.14147 3.83613
C 0.73546 -2.85740 4.16039
C 1.55871 -2.18752 3.25955
C 1.05840 -1.79768 2.02807
C -2.83409 -1.56022 -0.34869
C -3.35183 -2.02556 -1.56577
C -4.72294 -2.02497 -1.77807
C -5.58232 -1.55314 -0.79169
C -5.08004 -1.08623 0.41817
C -3.71082 -1.08289 0.63920
H 2.16269 -0.91461 -4.80949
H -0.22537 -0.25858 -4.76390
H -1.57322 -0.66948 -2.74801
H 1.94101 -2.17421 -0.72668
H 3.21843 -1.89014 -2.80166
H -2.11784 -3.01265 2.34675
H -1.21246 -3.67742 4.53640
H 1.13189 -3.17292 5.11681
H 2.59204 -1.99105 3.51565
H 1.70880 -1.28538 1.32694
H -2.69855 -2.42705 -2.33234
H -5.12495 -2.40849 -2.70649
H -6.65109 -1.56234 -0.96182
H -5.75751 -0.74541 1.19042
H -3.32825 -0.75607 1.60133
*
```

orbital gap (spin up / spin down): 6.5 / 6.7 eV
HOMO energy (spin up / spin down): -15.6 / -16.9 eV
<S²>: 0.76



Here are the energies relative to the best structure, in eV: model 1 0.000; model 2 0.658.



Model 1:
The following is a quantum chemistry calculation of 2 unconnected molecules or ions with the total composition C5H13NO3, from OMol25.

The geometry in ORCA input format:
```
! wB97M-V def2-TZVPD RIJCOSX def2/J DEFGRID3
* xyz 0 1
C 2.32160 1.57513 0.83758
O 1.42957 0.47745 0.74485
C 1.14618 -0.14696 1.92100
N 0.35005 -1.20998 1.70965
O 1.56045 0.21971 2.99151
H 2.11898 2.15347 1.74390
H 3.35832 1.21779 0.86957
H 2.16259 2.18424 -0.05413
H 0.02417 -1.72092 2.50950
H -0.03576 -1.39201 0.79181
C -1.69848 0.92048 -0.53752
C -2.05379 -0.54009 -0.80813
O -0.93939 -1.40844 -0.87020
C -0.07234 -1.18429 -1.96049
H -1.04406 0.99097 0.32264
H -1.21982 1.36787 -1.38822
H -2.61110 1.47831 -0.33692
H -2.61903 -0.60723 -1.76574
H -2.66566 -0.93738 -0.00014
H -0.62624 -1.16072 -2.90634
H 0.49190 -0.25303 -1.84382
H 0.62187 -2.02439 -1.97037
*
```

structure (SMILES): COC(N)=O.CCOC
orbital gap: 10.9 eV
HOMO energy: -10.0 eV



Model 2:
The following is a quantum chemistry calculation of C5H13NO3 in the gas phase, from OMol25.

The geometry in ORCA input format:
```
! wB97M-V def2-TZVPD RIJCOSX def2/J DEFGRID3
* xyz 0 1
C 3.09304 -0.02691 0.25435
C 1.74672 -0.72631 0.38818
C 0.58362 0.24480 0.14888
O 0.65045 0.82167 -1.13239
C -0.76065 -0.48079 0.34023
O -0.92498 -1.37701 -0.73850
C -1.96429 0.49068 0.38748
N -2.18614 1.25869 -0.81328
O -3.09118 -0.32349 0.61750
H 3.90492 -0.74443 0.34168
H 3.20822 0.72513 1.03172
H 3.16359 0.46729 -0.71143
H 1.64588 -1.15744 1.38515
H 1.66975 -1.53529 -0.34155
H 0.64555 1.08001 0.85531
H 0.50070 0.10157 -1.76030
H -0.74613 -1.02946 1.29364
H -1.81818 -1.73564 -0.65909
H -1.82339 1.19608 1.22293
H -1.41917 1.90482 -0.96148
H -2.20454 0.62816 -1.61144
H -3.87378 0.21783 0.46242
*
```

structure (SMILES): CC[C@@H](O)[C@H](O)[C@@H](N)O
orbital gap: 10.1 eV
HOMO energy: -9.3 eV



Here are the energies relative to the best structure, in eV: model 1 0.000; model 2 0.052.